C64H76AsN9O2PPbSeSi | wB97M-V/def2-TZVPD

Structure (XYZ):
```
156
Properties=species:S:1:pos:R:3:forces:R:3
Pb -0.4330 -0.3757 -0.9515 0.1 0.2 0.1
C 0.1822 4.3592 -2.6250 0.0 -0.1 0.0
C -1.0308 3.5133 -3.0232 0.0 0.0 -0.1
C -2.1969 4.3962 -3.4812 0.0 -0.1 0.0
C -0.6696 2.4930 -4.0902 0.0 0.1 0.0
C -0.0641 2.9229 -5.2642 0.0 0.0 0.0
C 0.3320 2.0244 -6.2413 0.0 0.0 0.0
C 0.1288 0.6704 -6.0377 0.0 0.1 0.0
C -0.4851 0.2030 -4.8817 0.0 -0.1 -0.1
C -0.6897 -1.2904 -4.7101 0.1 0.1 0.0
C -1.7278 -1.8081 -5.7080 0.0 0.0 0.0
C 0.6231 -2.0706 -4.8283 0.0 0.1 0.1
C -0.9046 1.1203 -3.9148 0.0 0.1 0.0
N -1.5098 0.6788 -2.7071 -0.2 0.0 0.2
C -2.8288 0.8908 -2.5928 0.1 -0.3 -0.1
O -3.5923 1.2235 -3.5033 0.0 0.1 -0.1
C -3.4562 0.6582 -1.2295 0.0 -0.1 0.0
C -4.7940 0.2907 -1.2194 0.0 -0.1 0.0
C -5.4017 0.0603 -0.0011 0.1 0.0 0.0
C -4.6900 0.3418 1.1489 0.1 0.0 0.1
C -3.3709 0.7842 1.0610 -0.3 0.2 -0.1
N -2.7377 0.8544 -0.1174 -0.2 0.2 -0.1
C -2.8030 1.4095 2.3478 -0.2 0.4 -0.1
O -3.5045 1.2335 3.3732 0.0 0.0 0.1
N -1.7612 2.1753 2.1772 0.2 -0.3 -0.2
C -1.4941 3.2427 3.0366 -0.2 0.3 0.1
C -0.5134 3.2043 4.0438 0.1 0.0 0.0
C -0.1429 4.3822 4.6852 -0.1 0.0 0.1
C -0.7426 5.5945 4.3850 -0.1 -0.1 0.0
C -1.7588 5.6227 3.4415 0.1 0.0 0.0
C -2.1456 4.4728 2.7672 -0.1 -0.1 0.0
C -3.3118 4.5204 1.7964 0.0 0.1 0.1
C -4.6300 4.4633 2.5806 0.1 -0.1 0.0
C -3.2822 5.7391 0.8728 0.0 -0.1 0.0
C 0.1052 1.8771 4.4254 0.0 -0.1 0.1
C 1.4322 1.9940 5.1703 0.0 0.0 -0.1
C -0.8717 1.0299 5.2492 0.0 0.0 -0.1
H -0.0898 5.0505 -1.8227 0.0 0.0 0.0
H 0.9956 3.7204 -2.2739 0.0 0.0 0.0
H 0.5524 4.9513 -3.4660 0.0 0.0 0.0
H -1.3470 2.9736 -2.1298 0.0 0.0 0.0
H -1.9314 4.9419 -4.3914 0.0 0.0 0.0
H -3.0757 3.7858 -3.6917 0.0 0.0 0.0
H -2.4514 5.1241 -2.7066 0.0 0.0 0.0
H 0.1100 3.9824 -5.4157 0.0 0.0 0.0
H 0.8094 2.3768 -7.1482 0.0 0.0 0.0
H 0.4552 -0.0387 -6.7907 0.0 0.0 0.0
H -1.0808 -1.4625 -3.7056 0.1 0.1 -0.2
H -1.3664 -1.6894 -6.7327 0.0 0.0 0.0
H -1.9399 -2.8676 -5.5353 0.0 0.0 0.0
H -2.6621 -1.2501 -5.6138 0.0 0.0 -0.1
H 1.3817 -1.6216 -4.1831 0.0 0.0 0.0
H 1.0006 -2.0652 -5.8547 0.0 0.0 0.0
H 0.4804 -3.1106 -4.5201 0.0 0.0 0.0
H -5.3091 0.1852 -2.1629 0.0 0.0 0.0
H -6.4196 -0.3075 0.0529 0.0 0.1 0.0
H -5.1237 0.2777 2.1357 0.0 0.0 0.0
H 0.6244 4.3602 5.4481 0.0 0.0 0.0
H -0.4303 6.5025 4.8871 0.0 0.0 0.0
H -2.2464 6.5656 3.2179 0.0 0.0 0.0
H -3.2559 3.6335 1.1685 0.1 0.0 0.0
H -4.7152 5.3348 3.2364 0.0 0.0 0.0
H -5.4890 4.4524 1.9029 0.0 0.0 0.0
H -4.6627 3.5639 3.1983 0.0 0.0 0.0
H -3.4257 6.6708 1.4258 0.0 0.0 0.0
H -2.3313 5.8029 0.3386 0.0 0.0 0.0
H -4.0837 5.6656 0.1338 0.0 0.0 0.0
H 0.2988 1.3494 3.4907 -0.1 0.0 0.1
H 1.2964 2.4469 6.1556 0.0 0.0 0.0
H 1.8548 0.9978 5.3258 0.0 0.0 0.0
H 2.1581 2.5922 4.6146 0.0 0.0 0.0
H -1.1072 1.5407 6.1877 0.0 0.0 0.0
H -1.8057 0.8654 4.7104 0.0 0.1 0.1
H -0.4238 0.0592 5.4894 0.0 0.0 0.0
C 1.2950 -6.1910 0.1165 -0.1 0.0 -0.2
N 1.2958 -4.8717 -0.4886 0.0 -0.1 -0.2
C 2.3953 -4.2097 -0.9682 -0.1 0.0 -0.1
C 1.9515 -2.9875 -1.3903 0.0 -0.1 0.0
N 0.6075 -2.9012 -1.1817 0.1 0.2 -0.2
C 0.2287 -4.0358 -0.6402 0.0 -0.2 0.1
P -1.4635 -4.5539 -0.2699 0.0 0.1 0.2
C -1.9265 -3.4289 1.0820 -0.1 -0.1 -0.1
N -1.7062 -2.1324 1.1597 -0.2 -0.1 0.1
C -2.3634 -1.7013 2.2768 0.1 -0.1 0.0
C -2.9954 -2.7528 2.8792 0.0 0.0 0.0
N -2.7113 -3.8556 2.1213 0.1 0.0 -0.1
C -3.1743 -5.2065 2.3728 0.0 0.0 0.0
C -2.3469 -3.7797 -1.6633 -0.1 -0.1 0.1
N -2.3588 -2.5157 -2.0401 -0.1 -0.1 0.1
C -3.2396 -2.4401 -3.0833 -0.1 0.1 0.2
C -3.7728 -3.6704 -3.3349 0.1 0.0 -0.1
N -3.1983 -4.5223 -2.4349 0.0 -0.1 0.1
C -3.4721 -5.9431 -2.3253 0.0 0.0 0.0
H 2.3214 -6.5431 0.1784 0.0 0.0 0.0
H 0.8789 -6.1479 1.1218 0.0 -0.1 -0.2
H 0.7140 -6.8929 -0.4805 0.0 0.0 0.0
H 3.3777 -4.6509 -0.9608 0.0 0.0 0.0
H 2.4950 -2.1604 -1.8129 0.0 0.0 0.0
H -2.3437 -0.6698 2.5962 0.0 -0.4 0.1
H -3.6051 -2.8097 3.7650 0.0 0.0 0.0
H -3.6474 -5.2380 3.3511 0.0 0.0 0.0
H -3.9007 -5.5208 1.6229 0.0 0.0 0.0
H -2.3388 -5.9037 2.3630 0.0 0.0 0.0
H -3.4347 -1.5159 -3.6003 0.0 0.1 0.1
H -4.4676 -4.0113 -4.0834 0.0 0.0 0.0
H -4.0606 -6.2495 -3.1864 0.0 0.0 0.0
H -2.5454 -6.5125 -2.3126 0.0 0.0 0.0
H -4.0333 -6.1674 -1.4185 0.0 0.0 0.0
C 6.6951 -1.2120 4.5236 0.0 0.0 0.0
C 5.5577 -0.4456 4.7535 0.0 0.0 0.0
C 4.5789 -0.3428 3.7773 0.0 0.0 0.0
C 4.7242 -0.9975 2.5565 0.0 0.1 0.0
C 5.8646 -1.7612 2.3357 0.0 0.0 0.0
C 6.8461 -1.8735 3.3149 0.0 0.0 0.0
As 3.3700 -0.8798 1.1257 0.1 -0.1 0.0
C 2.8210 0.9753 1.3969 0.1 0.0 0.0
C 1.5364 1.5127 1.4072 0.1 0.0 -0.1
C 1.3501 2.8829 1.2680 -0.2 0.1 0.1
C 2.4309 3.7380 1.1385 0.0 0.0 0.0
C 3.7176 3.2165 1.1452 0.0 0.0 0.0
C 3.9037 1.8497 1.2688 0.0 0.0 0.0
C 2.1108 -2.0458 2.0754 -0.1 0.1 0.0
C 1.0582 -1.6267 2.8770 0.0 0.0 0.0
C 0.3103 -2.5484 3.6019 0.1 0.0 0.0
C 0.5797 -3.9037 3.4951 0.0 0.0 -0.1
C 1.6215 -4.3360 2.6793 0.0 0.1 0.2
C 2.3861 -3.4108 1.9854 0.0 0.0 0.2
H 7.4593 -1.2921 5.2870 0.0 0.0 0.0
H 5.4314 0.0739 5.6957 0.0 0.0 0.0
H 3.6965 0.2585 3.9577 0.0 0.0 0.0
H 5.9922 -2.2633 1.3826 0.0 0.0 0.0
H 7.7310 -2.4706 3.1304 0.0 0.0 0.0
H 0.6348 0.9175 1.5059 0.1 -0.1 -0.1
H 0.3370 3.2645 1.2636 0.0 0.0 0.0
H 2.2684 4.8021 1.0200 0.0 0.0 0.0
H 4.5765 3.8667 1.0301 0.0 0.0 0.0
H 4.9113 1.4482 1.2319 0.0 0.0 0.0
H 0.8150 -0.5747 2.9451 0.0 0.0 0.1
H -0.4789 -2.1945 4.2528 0.0 0.0 -0.1
H -0.0165 -4.6229 4.0441 0.0 0.0 0.1
H 1.8552 -5.3927 2.6117 0.1 0.1 0.2
H 3.2204 -3.7474 1.3768 0.0 0.0 0.1
C 4.5687 -1.4553 -2.9637 -0.1 0.0 0.0
Si 3.8850 0.2953 -3.1434 -0.1 0.1 0.1
C 3.7584 0.6906 -4.9771 0.0 0.0 0.0
C 5.2095 1.4083 -2.4064 0.0 0.0 0.0
Se 1.9421 0.7776 -2.1298 0.2 -0.2 0.0
H 5.5831 -1.4685 -3.3754 0.0 0.0 0.0
H 3.9741 -2.2030 -3.4954 0.0 0.0 0.0
H 4.6273 -1.7360 -1.9082 0.0 0.0 0.0
H 4.7402 0.9529 -5.3857 0.0 0.0 0.0
H 3.0829 1.5378 -5.1119 0.0 0.0 0.0
H 3.3553 -0.1471 -5.5523 0.0 0.0 0.0
H 6.1638 1.2891 -2.9300 0.0 0.0 0.0
H 5.3571 1.1713 -1.3494 0.0 0.0 0.0
H 4.8994 2.4541 -2.4724 0.0 0.0 0.0
```
Positions in Å, forces in eV/Å.

The total energy comes out at -233712.749 eV. The spin multiplicity is 1. For the molar mass, the calculation gives 1423.51 Da. As for the HOMO energy: -4.71 eV. Its total charge is -1. The HOMO-LUMO gap is 0.2315 hartree. As for the strongest force on any atom: 0.436 eV/Å.

Results of the Mulliken charge analysis, in e, for atoms 1 through 6: number 1, Pb, carries 2.45; number 2, C, carries -1.47; number 3, C, carries 1.75; number 4, C, carries -1.78; number 5, C, carries 0.75; number 6, C, carries -0.44